<one>
The following is a DFT calculation (the ωB97M-V functional and the def2-TZVPD basis) of the molecule CH3Cl2P.

Calculated values
Structure (SMILES): CP(Cl)Cl

Element x y z (Å)
C -0.824 0.085 -0.079
P 0.873 -0.156 -0.755
Cl 1.952 1.565 0.309
Cl 1.523 -1.698 0.374
H -0.800 0.923 0.664
H -1.148 -0.975 0.392
H -1.575 0.256 -0.906

natural (NBO) atomic charge list, values in e, 4 entries: atom 1 (C): -1.027, atom 2 (P): 0.900, atom 3 (Cl): -0.388, atom 4 (Cl): -0.272

=====

<two>
The following is a DFT calculation (the ωB97M-V functional and the def2-TZVPD basis) of a structure of composition CH3Cl2P.

Element x y z (Å)
C -0.811 0.032 -0.074
P 0.748 -0.393 -0.816
Cl 2.055 1.665 0.294
Cl 1.425 -1.774 0.462
H -1.419 -0.898 -0.218
H -1.484 0.868 -0.509
H -0.514 0.499 0.862

natural (NBO) atomic charge list, values in e, 4 entries: atom 1 (C): -1.100, atom 2 (P): 1.014, atom 3 (Cl): -0.510, atom 4 (Cl): -0.240

=====

It is <one> that is most stable; the runner-up trails by 25.2 kcal/mol.

=====

<one>
The following is a DFT calculation (the ωB97M-V functional and the def2-TZVPD basis) of a cluster of 2 separate species, C2H4ClN2 in total.

Calculated values
Net charge: +1

Element x y z (Å)
C 0.019 -1.819 -0.017
C -0.326 0.607 0.148
N 0.081 -0.552 0.220
N -0.080 1.852 -0.023
Cl -3.051 0.135 -0.022
H 0.644 -2.514 0.575
H -0.590 -2.122 -0.856
H -0.793 2.573 -0.092
H 0.744 2.115 -0.463

natural (NBO) atomic charge list, values in e, 4 entries: atom 1 (C): 0.215, atom 2 (C): 0.805, atom 3 (N): -0.439, atom 4 (N): -0.733

=====

<two>
The following is a DFT calculation (the ωB97M-V functional and the def2-TZVPD basis) of a cluster of 2 separate species, C2H4ClN2 in total.

Calculated values
Net charge: +1

Element x y z (Å)
C 0.707 -0.941 0.185
C 0.151 0.976 -1.243
N 0.210 -0.037 -0.531
N 0.134 2.068 -1.674
Cl -1.149 -1.555 2.590
H 0.154 -1.821 0.303
H 1.811 -0.853 0.579
H -0.313 2.621 -2.525
H -1.704 -0.458 2.316

natural (NBO) atomic charge list, values in e, 4 entries: atom 1 (C): 0.218, atom 2 (C): 0.736, atom 3 (N): -0.472, atom 4 (N): -0.492

=====

<three>
The following is a DFT calculation (the ωB97M-V functional and the def2-TZVPD basis) of a structure of composition C2H4ClN2.

Calculated values
Net charge: +1

Element x y z (Å)
C 0.676 -0.115 0.084
C -1.659 0.026 -0.674
N -0.463 -0.221 -0.045
N 1.821 0.093 0.579
Cl 3.110 -0.143 2.456
H -2.117 -0.973 -1.147
H -2.430 0.282 0.196
H -1.625 0.933 -1.347
H 2.686 0.119 -0.101

natural (NBO) atomic charge list, values in e, 4 entries: atom 1 (C): 0.665, atom 2 (C): -0.488, atom 3 (N): -0.192, atom 4 (N): -0.547

=====

It is <two> that is most stable; the runner-up trails by 43.5 kcal/mol.

=====

<one>
The following is a DFT calculation (the ωB97M-V functional and the def2-TZVPD basis) of a structure of composition C4H6S2.

Element x y z (Å)
C -0.962 0.316 -0.014
C -2.081 0.367 -0.737
C 1.828 0.275 0.313
C -0.413 -0.988 0.344
S 3.529 0.525 0.109
S 1.307 -1.144 -0.319
H -0.436 1.159 0.246
H 3.348 1.630 0.871
H -2.199 1.311 -1.260
H -0.950 -1.731 -0.078
H -2.645 -0.453 -0.925
H -0.328 -1.268 1.451

natural (NBO) atomic charge list, values in e, 4 entries: atom 1 (C): -0.184, atom 2 (C): -0.376, atom 3 (C): -0.557, atom 4 (C): -0.534

=====

<two>
The following is a DFT calculation (the ωB97M-V functional and the def2-TZVPD basis) of the molecule C4H6S2.

Calculated values
Structure (SMILES): C=CC=C(S)S

Element x y z (Å)
C 1.314 0.953 -1.035
C 0.070 1.248 -0.698
C -0.552 0.627 0.387
C -0.266 -0.651 0.566
S 0.729 -1.717 -0.343
S -1.158 -1.592 1.858
H 1.611 1.600 -1.903
H 2.060 0.356 -0.596
H -0.377 2.040 -1.176
H -1.422 0.939 0.867
H 0.349 -2.798 0.158
H -2.359 -1.005 1.915

natural (NBO) atomic charge list, values in e, 4 entries: atom 1 (C): -0.396, atom 2 (C): -0.211, atom 3 (C): -0.309, atom 4 (C): -0.258

=====

It is <two> that is most stable; the runner-up trails by 26.5 kcal/mol.

=====

<one>
The following is a DFT calculation (the ωB97M-V functional and the def2-TZVPD basis) of a cluster of 2 separate species, CH5INP in total.

Element x y z (Å)
C -0.985 -0.316 1.540
N 1.229 0.537 -1.061
P -0.422 0.634 -1.264
I -0.412 -1.276 -2.821
H -1.909 -0.769 1.823
H -0.758 0.637 1.915
H -0.282 -1.128 1.724
H 1.557 0.871 -0.166
H 1.983 0.810 -1.691

natural (NBO) atomic charge list, values in e, 4 entries: atom 1 (C): -0.560, atom 2 (N): -1.215, atom 3 (P): 0.661, atom 4 (I): -0.191

=====

<two>
The following is a DFT calculation (the ωB97M-V functional and the def2-TZVPD basis) of a structure of composition CH5INP.

Element x y z (Å)
C 1.097 -0.162 0.441
N -0.209 1.551 0.531
P -1.697 1.435 -0.207
I -0.210 1.926 2.569
H 0.305 -0.873 0.485
H 1.495 -0.306 -0.619
H 1.629 -0.022 1.416
H -1.268 0.905 -1.402
H -2.440 0.475 0.421

natural (NBO) atomic charge list, values in e, 4 entries: atom 1 (C): -0.363, atom 2 (N): -1.012, atom 3 (P): 0.579, atom 4 (I): 0.296

=====

It is <one> that is most stable; the runner-up trails by 41.4 kcal/mol.

=====

<one>
The following is a DFT calculation (the ωB97M-V functional and the def2-TZVPD basis) of the molecule C6H8N2O2.

Calculated values
Structure (SMILES): [H]/N=C(\O)c1ncc(CC)o1

Element x y z (Å)
H -3.993 -1.121 1.050
N -3.578 -0.733 0.008
C -2.769 0.105 0.462
O -2.950 -0.068 2.014
C -1.484 0.561 -0.077
N -1.292 1.344 -1.090
C 0.081 1.444 -1.195
C 0.662 0.580 -0.314
C 2.060 0.207 0.020
C 2.476 -1.164 -0.518
O -0.356 -0.037 0.346
H -2.081 0.070 2.411
H 0.571 2.120 -1.891
H 2.710 0.992 -0.389
H 2.180 0.233 1.115
H 2.401 -1.196 -1.613
H 1.844 -1.961 -0.104
H 3.516 -1.376 -0.235

natural (NBO) atomic charge list, values in e, 4 entries: atom 1 (H): 0.397, atom 2 (N): -0.542, atom 3 (C): 0.455, atom 4 (O): -0.770

=====

<two>
The following is a DFT calculation (the ωB97M-V functional and the def2-TZVPD basis) of a structure of composition C6H8N2O2.

Element x y z (Å)
C 0.423 -0.472 1.455
C -0.120 -1.117 -0.336
C 0.803 0.904 1.032
C 0.686 1.147 -0.533
C -0.182 0.076 -1.174
C -1.612 0.628 -1.061
N 0.896 -1.280 2.236
N -0.164 -2.284 -0.592
O -0.057 -3.472 -0.402
O 0.882 -2.189 3.000
H -0.042 1.532 1.598
H 1.752 1.049 1.541
H 0.479 2.232 -0.718
H 1.744 1.249 -0.925
H 0.362 -0.106 -2.089
H -1.699 1.045 -0.018
H -2.270 -0.305 -1.257
H -1.882 1.363 -1.756

natural (NBO) atomic charge list, values in e, 4 entries: atom 1 (C): 0.122, atom 2 (C): 0.138, atom 3 (C): -0.462, atom 4 (C): -0.397

=====

<three>
The following is a DFT calculation (the ωB97M-V functional and the def2-TZVPD basis) of the molecule C6H8N2O2.

Calculated values
Structure (SMILES): O=C1CCN2C(=O)CCN12

Element x y z (Å)
O -2.348 -1.074 -0.533
C -1.571 -0.256 -0.078
C -1.603 1.275 -0.354
C -0.384 1.813 0.378
N 0.435 0.578 0.708
C 1.506 0.266 -0.101
O 2.370 0.994 -0.521
C 1.611 -1.247 -0.362
C 0.373 -1.789 0.394
N -0.430 -0.564 0.706
H -1.531 1.464 -1.447
H -2.547 1.697 -0.014
H -0.554 2.328 1.319
H 0.195 2.452 -0.302
H 2.601 -1.609 -0.064
H 1.563 -1.424 -1.438
H -0.259 -2.489 -0.150
H 0.731 -2.246 1.364

natural (NBO) atomic charge list, values in e, 4 entries: atom 1 (O): -0.573, atom 2 (C): 0.682, atom 3 (C): -0.532, atom 4 (C): -0.229

=====

<four>
The following is a DFT calculation (the ωB97M-V functional and the def2-TZVPD basis) of the molecule C6H8N2O2.

Element x y z (Å)
C -3.192 -0.655 -0.376
C -3.644 0.301 0.401
C 2.143 -0.491 0.065
C 2.362 0.851 -0.142
C 1.285 1.672 -0.100
C -0.320 -0.102 0.054
H -3.404 -1.731 -0.240
H -2.533 -0.451 -1.214
H -4.253 0.149 1.285
H -3.364 1.315 0.223
H 0.626 -1.882 0.265
H 3.440 1.248 0.139
H 1.325 2.772 0.124
H -0.849 1.744 -0.054
N 0.821 -0.825 0.259
N -0.022 1.243 -0.058
O 2.937 -1.420 0.045
O -1.485 -0.524 -0.213

natural (NBO) atomic charge list, values in e, 4 entries: atom 1 (C): -0.249, atom 2 (C): -0.581, atom 3 (C): 0.604, atom 4 (C): -0.387

=====

It is <three> that is most stable; the runner-up trails by 45.9 kcal/mol.

=====

<one>
The following is a DFT calculation (the ωB97M-V functional and the def2-TZVPD basis) of the molecule C6H8N2O2.

Calculated values
Structure (SMILES): O=C(O)CCc1ncc[nH]1

Element x y z (Å)
O 3.131 1.142 -0.033
C 2.774 -0.019 -0.050
O 3.674 -1.051 -0.025
C 1.373 -0.477 -0.081
C 0.460 0.639 0.002
C -1.021 0.210 -0.029
N -1.386 -1.114 -0.018
C -2.815 -1.127 -0.061
C -3.241 0.179 0.013
N -2.089 1.019 -0.044
H 4.756 -0.696 0.182
H 1.441 -1.118 0.971
H 1.449 -1.096 -0.895
H 0.641 1.368 0.940
H 0.453 1.452 -0.989
H -3.168 -1.950 0.064
H -4.203 0.656 -0.073
H -2.228 1.984 0.126

natural (NBO) atomic charge list, values in e, 4 entries: atom 1 (O): -0.606, atom 2 (C): 0.799, atom 3 (O): -0.712, atom 4 (C): -0.518

=====

<two>
The following is a DFT calculation (the ωB97M-V functional and the def2-TZVPD basis) of a cluster of 2 separate species, C6H8N2O2 in total.

Element x y z (Å)
C -2.602 -2.548 0.755
C -1.714 -2.295 -0.195
C -1.615 -0.869 1.425
C 1.522 1.786 -0.680
C 2.175 2.931 0.011
C 0.194 -0.733 -0.329
N -2.593 -1.630 1.771
N -0.995 -1.194 0.209
O 1.784 1.660 -1.964
O 0.664 -1.071 -1.381
H -3.205 -3.375 0.752
H -1.441 -2.946 -0.929
H -1.172 -0.089 2.096
H 2.979 3.522 -0.621
H 1.390 3.573 0.380
H 2.626 2.231 0.772
H 0.505 0.192 0.198
H 1.497 0.856 -2.270

natural (NBO) atomic charge list, values in e, 4 entries: atom 1 (C): -0.076, atom 2 (C): -0.087, atom 3 (C): 0.208, atom 4 (C): 0.251

=====

It is <one> that is most stable; the runner-up trails by 32.0 kcal/mol.